Record 1
2 unconnected molecules or ions with the total composition CH4N2O3S, computed with ωB97M-V/def2-TZVPD.

Atoms and positions in Å:
H 0.90 1.17 0.27
O -2.22 -0.57 1.29
N 0.83 -0.89 -0.55
C 1.95 -0.55 0.03
N 1.73 0.63 0.56
O -1.93 1.58 0.06
H 2.66 1.07 0.81
O -2.45 -0.51 -1.13
H 0.72 -1.75 -1.03
H -0.07 -0.34 -0.38
S -2.11 0.15 0.07

Values from the calculation:
2S+1	1
gap between HOMO and LUMO	0.27114	hartree
charge	0
energy above the lowest of the compared OMol25 structures with the same formula, charge and spin	3.021	eV

---

Record 2
A molecular structure, C20H11Cl5N5O3RuS2, computed with ωB97M-V/def2-TZVPD.

Atoms and positions in Å:
C -1.00 0.18 2.88
C -0.02 3.23 0.06
N 3.05 0.14 -3.03
C -0.58 1.97 -0.05
N 2.88 0.18 -0.74
C 0.67 -4.12 -1.08
C 0.53 -5.07 -0.09
H -1.66 0.29 4.91
O 0.09 -3.01 -4.39
H -1.99 0.14 2.45
C -1.95 1.92 -0.20
H 0.67 0.40 5.81
O 2.46 -2.75 -3.74
C 1.10 -6.74 -1.75
C -2.21 4.27 -0.14
C 1.29 0.21 2.51
S 1.11 -3.03 -3.40
Ru -0.02 0.00 -0.05
C 0.76 -6.40 -0.44
Cl -3.20 5.67 -0.18
C -0.80 0.27 4.25
N 1.93 0.14 0.27
H 0.66 -7.17 0.30
Cl 1.69 3.39 0.25
O 0.06 -2.10 0.07
H 4.05 0.02 -2.96
C 0.45 -2.66 -0.97
C 1.01 -4.48 -2.38
C 2.34 0.19 1.49
N 0.02 0.16 2.02
C 0.49 0.33 4.75
C -0.83 4.37 0.02
H 2.58 0.35 4.21
C 1.24 -5.78 -2.75
Cl -0.11 5.93 0.14
Cl -4.49 2.79 -0.43
H 2.63 -0.09 -3.91
C 1.56 0.30 3.87
H 1.27 -7.79 -1.99
S 0.53 -0.13 -2.12
H 1.50 -6.06 -3.76
H 3.39 0.26 1.73
Cl -2.51 0.25 -0.35
C 2.33 0.07 -1.90
N 0.65 -2.01 -2.12
C -2.81 3.01 -0.25
H 0.26 -4.79 0.91

Values from the calculation:
2S+1	1
gap between HOMO and LUMO	0.26139	hartree
charge	+1

---

Record 3
A molecular structure, C33H53BFeN6OS5Si, computed with ωB97M-V/def2-TZVPD.

Atoms and positions in Å:
H -4.48 1.09 -1.84
C 4.30 2.75 1.09
C 0.69 4.04 0.74
C 2.98 4.06 2.76
H -0.31 1.45 3.23
H 0.14 -1.94 4.82
H 4.05 1.80 1.57
Si -5.88 -0.21 -0.24
H -5.74 -3.90 -4.47
N 1.87 2.08 0.16
H -6.84 -2.46 -0.70
H -3.78 0.07 1.05
N 2.01 -0.16 -1.65
H -6.22 -4.33 -2.81
H 2.82 5.86 0.68
H -6.56 -2.20 1.02
N 0.71 1.61 -0.34
H -0.13 -5.11 1.55
C -2.36 -1.27 3.88
H 4.33 -1.66 0.91
H 3.68 4.90 -0.53
H -2.24 -2.34 4.01
H -2.77 -0.86 4.80
C 1.91 0.06 -2.97
B 0.86 0.16 -0.73
C -7.50 0.70 -0.36
H 5.22 3.14 1.54
H -4.73 1.56 1.08
C 4.15 -0.89 -1.72
C 4.18 -0.61 -3.12
C 3.08 -0.12 -3.76
H -5.19 0.20 2.10
H -0.38 -0.45 5.62
C -6.22 -3.54 -3.56
H 2.73 3.14 3.30
H 6.09 -1.82 0.98
C -0.22 -2.55 2.13
C 0.04 -3.08 0.88
C 6.65 -1.00 -1.56
H -1.96 1.17 2.66
H -8.06 0.63 0.57
S 0.14 -2.59 -1.87
C -0.47 3.58 0.22
C 3.19 3.78 1.27
H 0.72 5.02 1.19
H -1.59 5.32 0.74
C 0.21 -2.21 -0.18
C 5.24 -3.05 -1.29
C -1.02 -0.58 3.56
H -8.12 0.28 -1.16
H -1.63 1.30 4.40
H 0.96 -0.41 4.45
C -1.24 0.93 3.45
H 2.76 1.20 -5.40
H -5.20 -2.60 -0.03
H 7.48 -1.39 -0.96
Fe -1.05 -0.55 -1.93
H 5.08 -0.79 -3.68
H 4.51 5.45 0.93
H 4.02 -0.02 -5.68
C -0.01 -0.87 4.68
H -2.10 4.55 -0.77
N 3.08 -0.65 -1.02
H 3.90 4.46 3.19
C -0.47 -1.15 2.26
H 1.02 -4.87 0.22
H 2.30 -0.46 -5.71
H 5.35 -0.23 0.72
C 0.06 -4.56 0.63
S -1.86 1.59 -1.05
H -5.58 0.08 -2.76
C 5.26 -1.29 0.49
C 3.05 0.16 -5.22
C 5.33 -1.54 -1.01
C 3.57 5.08 0.54
H -3.08 -1.10 3.08
H 6.84 -1.30 -2.59
S -3.33 -3.87 -2.87
S -3.56 -1.03 -2.13
C -4.25 -2.54 -2.73
C -4.95 0.11 -1.88
H -0.70 -4.83 -0.10
N -0.27 -0.31 1.30
H -7.23 -3.19 -3.76
N 0.26 -0.82 0.11
C -6.14 -2.04 0.02
C -4.80 0.47 1.12
H -2.52 3.81 0.76
H 5.26 -3.27 -2.36
H -7.34 1.76 -0.58
C -0.46 2.27 -0.36
H 2.19 4.78 2.94
O -5.51 -2.39 -3.06
C -1.74 4.37 0.24
H 6.08 -3.57 -0.82
H 4.49 2.55 0.03
S 0.40 0.51 -3.62
H 4.31 -3.46 -0.88
C 1.88 3.26 0.69
H 6.69 0.09 -1.50
H -0.35 -3.20 2.98

Values from the calculation:
2S+1	6
gap between HOMO and LUMO (spin up / spin down)	0.21928 / 0.27661	hartree
charge	+1
energy above the lowest of the compared OMol25 structures with the same formula, charge and spin	0.220	eV
⟨S²⟩	8.7981

---

Record 4
A molecular structure, C33H40N6O3Ti, computed with ωB97M-V/def2-TZVPD.

Atoms and positions in Å:
C -1.72 -8.44 1.10
C 1.33 5.76 0.21
H -1.23 8.67 1.69
N -0.67 2.72 0.62
H -2.41 -8.58 -1.43
H 2.38 3.70 0.81
H 2.44 8.84 1.23
C 2.22 1.63 0.41
C -2.26 3.88 -0.89
C 1.39 0.55 0.07
H -0.58 2.66 -3.35
H 1.95 -7.99 -0.05
C 0.44 3.46 0.60
H 0.31 9.48 1.80
C 0.05 -7.00 0.38
H -0.47 -10.08 -1.90
O 0.28 7.38 1.59
H 5.05 2.55 -1.95
C -3.60 -1.66 1.55
C 2.28 5.50 -0.77
H -4.42 -1.71 2.28
C -4.31 3.48 0.98
O 4.30 2.65 0.03
H 2.14 4.67 -1.44
C 2.49 7.91 0.65
H 4.06 6.11 -1.70
N 1.71 2.93 0.73
C -4.60 4.15 -0.17
C 4.22 0.21 0.03
N -2.05 -0.41 0.18
C -3.62 4.35 -1.12
H -3.90 4.63 -2.16
C 3.34 -0.87 -0.07
H -3.21 0.52 1.65
H -5.03 3.45 1.81
C -3.20 -2.85 0.88
H 0.09 -6.38 1.24
H -0.28 8.97 0.18
H -0.45 -10.07 1.90
C -3.00 -0.46 1.23
C 1.98 -0.68 -0.23
C -1.21 2.65 -2.49
C 3.66 1.48 0.15
H -2.77 2.45 2.17
N 0.34 4.84 0.60
H 6.31 2.31 -0.55
H -0.76 1.98 -1.69
H -1.57 -7.97 2.05
H -0.46 5.27 1.08
H 5.29 0.09 -0.16
C 1.39 7.04 0.79
H -3.68 -3.82 1.23
O -1.37 3.93 -1.99
N -1.37 -7.44 0.05
H 1.33 -1.46 -0.70
H -1.43 -10.60 0.59
H 3.74 -1.91 -0.08
C -3.01 3.03 1.26
C 3.47 7.52 -0.26
H -2.14 2.15 -2.70
H -5.64 4.52 -0.32
C 1.05 -8.20 0.55
Ti -0.55 0.83 -0.22
H 0.63 -8.77 -1.92
C -1.84 -1.53 -0.58
C -1.94 3.30 0.32
H 0.87 -10.29 0.01
N 0.31 -9.45 0.07
H 4.36 8.11 -0.36
H -1.16 -7.33 -2.04
C -0.89 -9.75 0.97
C -0.22 -9.15 -1.40
C 5.36 2.81 -0.94
C -2.30 -2.77 -0.16
H 1.35 -8.38 1.58
H 0.46 -6.27 -0.40
H -2.85 -8.63 1.05
C -0.28 8.73 1.27
C -1.40 -8.13 -1.28
C 3.35 6.37 -0.98
H -1.33 -1.42 -1.51
H 5.57 3.88 -0.91
H -2.12 -3.67 -0.72

Values from the calculation:
2S+1	2
gap between HOMO and LUMO (spin up / spin down)	0.21166 / 0.21711	hartree
charge	+3
energy above the lowest of the compared OMol25 structures with the same formula, charge and spin	0.147	eV
⟨S²⟩	0.7558